{"formula": "C2H8O2Tl", "method": "ωB97M-V/def2-TZVPD", "symbols": ["Tl", "C", "O", "H", "H", "H", "H", "C", "O", "H", "H", "H", "H"], "coordinates": [[-2.26430, 0.99568, 0.12733], [1.75399, 2.56960, -0.86069], [0.40597, 2.45067, -0.80535], [2.21092, 2.25669, 0.07966], [2.22168, 1.92491, -1.68638], [2.10601, 3.64827, -1.05519], [0.04099, 2.76443, -1.67194], [-0.73415, -2.79127, 0.89772], [-1.86023, -2.02515, 1.01127], [-0.73255, -3.50295, 1.79691], [-0.69386, -3.49838, -0.00311], [0.14481, -2.14963, 0.91324], [-2.59928, -2.64288, 1.25653]], "forces_ev_per_angstrom": [[-0.599, 0.216, 0.104], [0.434, -0.795, 1.935], [0.408, 0.533, -0.962], [-0.277, 0.004, 0.069], [0.038, 0.745, -0.627], [-0.025, -0.148, -0.898], [-0.082, 0.045, 0.195], [0.376, 1.415, 0.945], [0.273, -1.363, 0.150], [-0.049, -0.602, -0.542], [-0.247, -0.478, 0.249], [0.017, -0.033, -0.363], [-0.269, 0.461, -0.255]], "mulliken_charge": [0.991, -0.294, -0.179, 0.279, 0.370, 0.379, 0.450, -0.268, -0.175, 0.357, 0.386, 0.274, 0.430], "e_tot_ev": -10950.40461, "gap_ha": 0.088, "total_charge": 3, "fmax_ev_per_a": 2.1, "homo_energy_ev": -22.80, "lumo_ev": -20.40, "e_above_lowest_kcal_mol": 0.00}

=====

{"formula": "C3H2Cl2O", "method": "ωB97M-V/def2-TZVPD", "symbols": ["C", "C", "C", "O", "Cl", "Cl", "H", "H"], "coordinates": [[-0.68404, -0.39286, -0.46941], [-1.47409, 0.25928, 0.42057], [0.29444, 0.63628, -0.21522], [-0.52461, 1.27666, 0.70335], [1.92204, 0.66710, -0.40850], [3.59462, -1.34279, 0.14077], [-0.68803, -1.29497, -1.04224], [-2.44033, 0.19131, 0.87069]], "forces_ev_per_angstrom": [[-0.240, 0.149, 0.035], [1.123, -0.589, -0.885], [-0.361, -1.023, -0.230], [0.352, 0.909, 0.776], [-0.340, 0.204, 0.141], [-0.180, 0.234, 0.087], [-0.123, -0.113, -0.146], [-0.232, 0.230, 0.222]], "mulliken_charge": [-0.429, -0.073, 0.455, -0.318, -0.003, -0.365, 0.346, 0.386], "e_tot_ev": -30230.66529, "gap_ha": [0.325, 0.206], "fmax_ev_per_a": 1.5, "homo_energy_ev": [-10.32, -8.57], "lumo_ev": [-1.48, -2.97], "e_above_lowest_kcal_mol": 106.75}

=====

{"formula": "C3H5Br3O", "method": "ωB97M-V/def2-TZVPD", "symbols": ["C", "C", "C", "O", "Br", "Br", "Br", "H", "H", "H", "H", "H"], "coordinates": [[0.41781, 0.13478, 0.99387], [0.00045, -0.29404, -0.40882], [-1.58732, -0.78780, -0.56947], [-1.73326, -1.59443, -1.62834], [1.24381, -1.80879, -0.98802], [-2.23937, -1.74556, 1.03577], [-2.64584, 1.01053, -0.66704], [0.38961, -0.65485, 1.80881], [1.25905, 0.74460, 0.74739], [-0.22351, 0.94651, 1.16368], [0.22260, 0.42640, -1.11412], [-0.89335, -2.02405, -1.87604]], "forces_ev_per_angstrom": [[-0.481, -0.875, -1.168], [-1.768, -3.276, 2.069], [2.341, 0.727, 0.327], [-0.982, 0.575, -0.416], [-0.716, 0.559, 0.222], [0.195, 0.393, -0.221], [0.811, -1.550, -0.201], [0.463, 1.229, -1.258], [1.726, -0.436, 0.849], [-1.709, 0.906, 1.057], [0.067, 1.497, -1.471], [0.053, 0.251, 0.213]], "mulliken_charge": [-1.101, -0.489, 0.449, -0.384, -0.212, -0.116, -0.137, 0.338, 0.417, 0.352, 0.571, 0.311], "e_tot_ev": -215366.11769, "gap_ha": 0.369, "fmax_ev_per_a": 4.3, "homo_energy_ev": -10.29, "smiles": "C[C@@H](Br)C(O)(Br)Br", "lumo_ev": -0.25, "e_above_lowest_kcal_mol": 0.00}

=====

{"formula": "C3H8N2O2", "method": "ωB97M-V/def2-TZVPD", "symbols": ["O", "C", "O", "C", "H", "H", "H", "N", "C", "N", "H", "H", "H", "H", "H"], "coordinates": [[1.27958, 1.26080, 0.74759], [1.35261, 0.96963, -0.42039], [0.29224, 1.01459, -1.24403], [2.57368, 0.36409, -1.06905], [2.43260, 0.30790, -2.14090], [3.47165, 0.93016, -0.83021], [2.66575, -0.65265, -0.68416], [-1.36686, -0.06136, 0.48014], [-1.90051, -1.19220, 0.29663], [-2.01761, -2.21429, 1.22132], [-0.77891, 0.11247, 1.28526], [-0.49926, 0.66367, -0.68737], [-2.41219, -1.41058, -0.63700], [-2.88759, -2.71671, 1.16686], [-1.77851, -1.92206, 2.15796]], "forces_ev_per_angstrom": [[0.184, 0.028, 0.308], [-0.355, -0.432, -0.384], [-0.025, -0.617, 0.229], [-0.020, 0.405, -0.072], [0.065, 0.028, -0.152], [0.010, -0.093, 0.098], [0.074, 0.055, 0.070], [0.538, 0.074, -1.194], [-0.716, -0.223, 1.073], [0.226, 0.482, -0.212], [-0.295, -0.190, 0.543], [0.216, 0.808, -0.223], [0.084, 0.118, -0.144], [0.041, -0.253, -0.010], [-0.026, -0.190, 0.071]], "mulliken_charge": [-0.606, 0.745, -0.542, -0.889, 0.317, 0.284, 0.226, -0.614, 0.109, -0.458, 0.203, 0.421, 0.302, 0.257, 0.243], "e_tot_ev": -10316.17825, "gap_ha": 0.386, "fmax_ev_per_a": 1.3, "homo_energy_ev": -9.80, "smiles": "[H]/N=C\\N.CC(=O)O", "lumo_ev": 0.69, "e_above_lowest_kcal_mol": 17.85}

=====

{"formula": "C9H18Si", "method": "ωB97M-V/def2-TZVPD", "symbols": ["C", "C", "C", "C", "C", "C", "C", "C", "C", "Si", "H", "H", "H", "H", "H", "H", "H", "H", "H", "H", "H", "H", "H", "H", "H", "H", "H", "H"], "coordinates": [[1.57858, -0.84986, -0.22498], [0.61904, 0.13271, -0.16773], [2.67106, 0.17773, -0.42642], [1.51729, 1.28996, -0.38547], [1.65447, -2.37214, -0.24212], [1.67914, 2.26395, 0.80061], [-1.94534, 1.37622, -0.91336], [-1.81120, -0.31560, 1.74098], [-1.94484, -1.75642, -0.96871], [-1.26127, -0.14302, -0.13230], [3.54821, 0.19286, 0.22969], [2.87806, -0.01837, -1.46773], [1.52523, 1.89565, -1.31242], [2.61869, -2.76284, -0.57562], [1.03185, -2.58991, -1.16102], [1.22391, -3.02225, 0.58364], [1.87112, 1.77908, 1.76864], [0.77756, 2.85873, 1.09930], [2.44591, 2.90140, 0.56970], [-2.22989, 2.18068, -0.25048], [-1.40833, 1.89093, -1.71306], [-2.85985, 1.28030, -1.43046], [-1.82246, -1.41753, 1.81924], [-1.02074, -0.00591, 2.49024], [-2.73228, 0.31656, 1.88370], [-1.82233, -1.77542, -2.08073], [-1.35101, -2.69058, -0.65213], [-3.00126, -1.76569, -0.72744]], "forces_ev_per_angstrom": [[-0.419, 1.334, 1.790], [-1.662, -3.229, -0.821], [-0.587, -0.282, -0.764], [1.997, 0.318, 1.375], [-1.580, -0.206, -1.500], [-2.594, -1.335, 1.069], [-0.303, 1.307, -0.628], [1.134, 0.703, -0.654], [2.110, -0.209, -0.502], [0.728, -0.270, 1.035], [-0.175, 0.193, -0.189], [1.251, 0.479, -0.518], [-0.582, -0.555, 0.236], [0.215, 0.304, 0.591], [0.280, -0.259, 0.938], [0.601, 1.267, -0.710], [0.409, -0.395, -0.451], [0.420, -0.301, -0.959], [1.989, 1.849, -0.302], [0.346, 0.204, 0.801], [0.863, -0.319, 0.203], [-1.530, -0.925, -0.546], [-0.995, 0.469, 0.426], [-0.830, 0.012, -1.023], [0.599, -1.325, 0.202], [-0.238, 0.344, 0.769], [-1.271, 1.320, 0.014], [-0.174, -0.491, 0.117]], "mulliken_charge": [0.287, -0.080, -0.744, 0.543, -1.166, -1.615, -1.367, -1.064, -1.037, 0.204, 0.347, 0.229, 0.403, 0.326, 0.263, 0.271, 0.344, 0.294, 0.496, 0.421, 0.391, 0.455, 0.273, 0.323, 0.314, 0.318, 0.252, 0.321], "e_tot_ev": -17500.78162, "gap_ha": 0.348, "fmax_ev_per_a": 3.7, "homo_energy_ev": -8.55, "smiles": "CC1=C([Si](C)(C)C)[C@@H](C)C1", "lumo_ev": 0.92, "e_above_lowest_kcal_mol": 21.33}

=====

{"formula": "C5H11ClNO2P", "method": "ωB97M-V/def2-TZVPD", "symbols": ["C", "C", "C", "C", "C", "N", "O", "O", "P", "Cl", "H", "H", "H", "H", "H", "H", "H", "H", "H", "H", "H"], "coordinates": [[-0.57819, -0.96871, 1.48784], [0.00690, -1.05524, 0.09344], [-2.17536, -1.04287, 1.38188], [1.08093, 1.18264, -0.06909], [2.26889, 1.21196, -1.03888], [0.09186, 0.15802, -0.62162], [-0.93123, 1.97373, -2.32322], [-2.78548, -0.00761, 0.80348], [-1.05114, 0.61010, -1.74059], [3.67808, 1.98186, -0.43522], [-0.27260, -1.78452, 2.04058], [-0.23499, -0.05506, 2.00453], [1.04994, -1.54183, 0.34779], [-0.52189, -1.88928, -0.44897], [-2.48076, -1.93450, 0.87663], [-2.75750, -1.31492, 2.31362], [0.60663, 2.21005, -0.01152], [1.43707, 0.85869, 0.94522], [1.83878, 1.80354, -1.88689], [2.51891, 0.21624, -1.29387], [-0.78887, -0.61226, -2.42516]], "forces_ev_per_angstrom": [[-3.065, 1.881, -0.305], [1.606, -3.255, 1.117], [-0.040, 0.802, 0.746], [-0.474, 0.059, 0.799], [-2.490, 1.011, -0.899], [1.004, 2.249, 0.521], [-0.022, -1.286, 0.267], [0.700, 0.872, -0.743], [0.677, 0.372, 0.618], [0.910, 0.712, 0.641], [0.865, -1.855, 1.207], [-0.349, -0.304, -0.202], [-1.304, 1.325, -1.251], [0.296, 1.088, 0.052], [0.398, -1.580, -1.140], [1.095, 0.490, 0.471], [0.436, -1.330, 0.062], [-0.655, 0.278, -0.893], [0.945, -0.763, 0.186], [0.233, -0.925, -0.564], [-0.768, 0.160, -0.689]], "mulliken_charge": [-0.466, -0.911, -0.678, -0.876, -0.359, 0.520, -0.539, -0.625, 0.405, -0.174, 0.474, 0.247, 0.253, 0.469, 0.297, 0.384, 0.416, 0.434, 0.288, 0.319, 0.123], "e_tot_ev": -32754.49438, "gap_ha": [0.205, 0.134], "fmax_ev_per_a": 3.8, "homo_energy_ev": [-7.77, -6.92], "lumo_ev": [-2.20, -3.28], "e_above_lowest_kcal_mol": 0.00}